This record from the Open Molecules 2025 dataset describes the ion C3H10NO with charge +2 in a non-equilibrium geometry. The level of theory is ωB97M-V/def2-TZVPD.

CARTESIAN COORDINATES (ANGSTROEM)
O 0.38324 -0.04900 1.98202
C 0.27133 1.04015 1.16700
C 0.45192 0.66122 -0.31133
N -0.41756 -0.58447 -0.65019
C -0.65288 -1.00602 -2.07775
H 0.50545 0.17277 2.92714
H 1.07344 1.76844 1.46378
H -0.62288 1.68066 1.40176
H 0.04305 1.38391 -1.01451
H 1.50530 0.42727 -0.45666
H -0.10130 -1.42116 -0.15749
H -1.31370 -0.26909 -0.28849
H -0.13543 -0.40261 -2.82634
H -0.29040 -2.01685 -2.24052
H -1.70944 -0.90847 -2.31035

* energy above the lowest of the compared OMol25 structures with the same formula, charge and spin: 80.7 kcal per mole
* net charge: +2
* 2S+1: 2
* E_LUMO (alpha / beta): -8.238 / -15.195 eV
* expectation value of S²: 0.7545
* frontier orbital gap (alpha / beta): 14.136 / 7.186 eV
* total energy: -6788.488 eV

Atomic partial charges in e from the Löwdin method, atoms 1 to 5: number 1, O, carries 0.301; number 2, C, carries -0.091; number 3, C, carries -0.005; number 4, N, carries 0.033; number 5, C, carries 0.044

This record from the Open Molecules 2025 dataset describes a cluster of 2 separate species, C3H10NO in total in a non-equilibrium geometry. The level of theory is ωB97M-V/def2-TZVPD.

CARTESIAN COORDINATES (ANGSTROEM)
C -0.33697 -1.50667 -1.18535
C 0.43343 -0.17437 -1.26647
C 0.30275 1.80144 0.07860
N 0.41450 0.50601 -0.00629
H -0.11979 -1.98997 -0.24870
H -1.41820 -1.25736 -1.27159
H -0.04202 -2.22697 -1.94666
H 1.50180 -0.52258 -1.43351
H 0.28417 0.51746 -2.08883
H 0.42303 2.29090 1.03972
H 0.02323 2.44439 -0.75798
H 0.77171 0.02267 0.81602
H -1.33600 0.45615 2.97981
H -0.42245 -0.65570 2.76975
O -0.47918 0.29460 2.52148

* energy above the lowest of the compared OMol25 structures with the same formula, charge and spin: 111.2 kcal per mole
* net charge: +2
* 2S+1: 2
* E_LUMO (alpha / beta): -10.701 / -16.231 eV
* expectation value of S²: 0.7555
* frontier orbital gap (alpha / beta): 11.803 / 4.254 eV
* total energy: -6787.168 eV

Atomic partial charges in e from the Löwdin method, atoms 1 to 5: number 1, C, carries 0.062; number 2, C, carries -0.087; number 3, C, carries 0.314; number 4, N, carries 0.074; number 5, H, carries 0.097

This record from the Open Molecules 2025 dataset describes the ion C3H10NO with charge +2 in a non-equilibrium geometry. The level of theory is ωB97M-V/def2-TZVPD.

CARTESIAN COORDINATES (ANGSTROEM)
C -1.27135 0.20234 -0.21454
C -0.12031 0.10793 0.80451
C 1.21655 0.79251 0.63974
O 2.18996 -0.18476 0.10735
N -1.10604 -0.92800 -1.25996
H -1.23507 1.19276 -0.65838
H -2.18052 -0.10182 0.32730
H -0.61849 0.53226 1.69545
H 0.04127 -0.89168 1.26862
H 1.33842 1.58888 -0.10244
H 1.68941 1.07365 1.61898
H 3.15769 -0.05073 0.29051
H -1.11243 -1.84417 -0.78442
H -0.21184 -0.74750 -1.72522
H -1.77726 -0.74166 -2.00748

* energy above the lowest of the compared OMol25 structures with the same formula, charge and spin: 70.4 kcal per mole
* net charge: +2
* 2S+1: 2
* E_LUMO (alpha / beta): -7.829 / -14.325 eV
* expectation value of S²: 0.7540
* frontier orbital gap (alpha / beta): 14.533 / 8.083 eV
* total energy: -6788.937 eV

Atomic partial charges in e from the Löwdin method, atoms 1 to 5: number 1, C, carries -0.073; number 2, C, carries -0.146; number 3, C, carries -0.046; number 4, O, carries 0.280; number 5, N, carries 0.218